65
Properties=species:S:1:pos:R:3:lowdin_charge:R:1 method="wB97M-V/def2-TZVPD" homo_lumo_gap_ev=8.417 e_tot_ha=-1739.7806
H 2.555 -0.778 -3.961 0.13
H 2.869 -0.663 0.721 0.11
H 3.828 0.573 2.451 0.12
H 5.468 0.565 0.457 0.11
N 2.733 2.122 1.677 0.07
C -1.522 -4.368 0.618 -0.24
H -2.577 4.924 1.227 0.11
H 1.039 0.181 -0.490 0.09
N 2.936 -0.196 -1.340 -0.16
C 3.976 1.391 1.742 -0.18
H -0.226 0.110 1.696 0.05
H -1.594 -0.907 -1.993 0.05
C -0.883 2.003 1.476 -0.15
H -1.650 -5.373 0.204 0.13
O -2.777 -3.746 0.465 -0.04
H -2.191 0.013 -4.838 0.11
C -1.871 -1.523 0.770 -0.36
C 0.381 2.516 1.834 -0.07
H 0.159 1.430 -2.384 0.12
H -4.927 -2.902 0.459 0.09
H -2.321 -1.896 -3.264 0.08
C -2.883 -2.399 0.587 -0.30
O -3.172 0.442 0.577 0.05
H -0.386 5.818 1.952 0.10
C -2.226 -0.884 -2.876 -0.10
C -1.603 0.035 -3.918 -0.24
C -1.749 4.254 1.402 -0.07
N -1.031 0.632 1.348 0.12
C 2.551 -1.472 -1.920 -0.18
H 4.328 1.608 -0.380 0.11
N 0.657 -0.476 -3.062 -0.18
C 3.600 -0.397 -0.059 -0.19
C 1.750 0.634 -1.200 -0.18
H 4.747 2.063 2.130 0.12
O 1.430 0.474 2.498 0.04
H 1.482 4.282 2.344 0.11
H -0.203 -1.386 -4.700 0.12
C -1.931 2.895 1.243 0.00
H 1.723 1.343 -3.240 0.13
C -0.521 4.758 1.801 -0.09
H 1.870 -2.021 -1.248 0.09
C -2.110 -0.068 0.883 -0.46
C -0.418 -3.616 -0.104 -0.41
C 1.854 -1.267 -3.260 -0.18
H 1.576 -2.241 -3.671 0.12
H 0.258 0.303 -4.998 0.12
C 4.413 0.832 0.383 -0.15
H -4.612 -1.377 1.328 0.09
H -1.273 -4.452 1.684 0.13
H -4.488 -1.416 -0.416 0.08
H 4.276 -1.246 -0.177 0.12
S -0.163 -2.040 0.758 0.98
H 2.749 3.007 1.195 0.13
C 0.532 3.889 2.008 -0.04
H -0.694 -3.409 -1.138 0.09
H -2.890 2.504 0.949 0.10
H 3.453 -2.071 -2.070 0.12
H -3.211 -0.526 -2.588 0.07
H -1.614 1.060 -3.546 0.10
H 0.523 -4.160 -0.064 0.08
C -4.322 -1.999 0.486 0.00
H 2.046 1.613 -0.819 0.11
C 1.048 0.816 -2.539 -0.16
C 1.539 1.604 2.040 -0.44
C -0.171 -0.389 -4.251 -0.22

65
Properties=species:S:1:pos:R:3:lowdin_charge:R:1 method="wB97M-V/def2-TZVPD" homo_lumo_gap_ev=7.165 e_tot_ha=-1738.7164 charge=+2
H -4.306 -3.720 0.980 0.16
C 3.156 -1.080 -2.502 -0.11
H -5.292 -1.280 -0.883 0.16
H 3.361 -0.281 4.515 0.10
H -1.849 2.248 2.680 0.02
C 4.453 0.501 -1.207 -0.09
H -5.026 -0.849 1.431 0.14
C 0.150 5.521 -0.712 -0.04
H -0.282 -2.663 -0.902 0.10
C -2.242 -2.980 -0.575 -0.37
H -1.355 -3.262 1.454 0.14
C 2.939 1.232 3.046 -0.07
H -2.343 3.224 -1.032 0.09
H -1.101 -2.936 -2.299 0.08
H 2.846 2.688 -1.466 0.11
H -4.344 -3.369 -0.987 0.12
N -3.664 -0.043 -1.390 -0.06
H 2.375 -1.709 0.598 0.10
C 4.329 -1.679 -2.934 -0.06
C 2.867 -1.149 2.623 -0.08
H 2.210 -1.497 -2.820 0.08
C 3.064 -0.073 3.506 -0.06
H -3.861 0.786 -0.824 0.08
H -3.474 -0.061 1.077 0.12
N -1.156 1.601 2.289 0.01
H -3.524 -2.532 -2.234 0.13
H 3.009 -2.131 3.000 0.10
C -4.186 -1.215 -0.630 -0.34
N -1.153 -2.455 -1.408 -0.06
C 0.938 3.237 -1.041 -0.40
C 5.588 -1.083 -2.627 -0.03
H -4.880 -3.092 2.416 0.19
H 4.260 -2.522 -3.616 0.11
C -3.604 -2.575 -1.139 -0.11
C 2.402 -0.900 1.352 -0.11
H -1.230 -1.657 0.854 0.13
C -3.173 -2.090 1.610 -0.27
C -1.168 4.998 -0.801 -0.07
H -0.499 1.365 3.062 0.03
N 1.994 2.348 -1.031 -0.12
C -1.351 3.651 -1.031 -0.17
H -3.454 -4.029 2.336 0.19
H 6.470 -1.562 -2.978 0.10
H 2.353 2.509 1.409 0.09
H -0.593 2.140 1.600 0.00
H -2.045 5.642 -0.777 0.11
H 3.158 2.081 3.684 0.11
H 0.357 6.573 -0.462 0.12
C 1.212 4.633 -0.839 -0.01
H -2.222 -4.101 -0.592 0.16
C 2.184 0.436 0.904 -0.38
H -2.930 -1.712 2.589 0.15
H 2.280 4.938 -0.848 0.13
C 3.220 0.008 -1.612 -0.40
H 6.526 0.441 -1.382 0.11
P 1.727 0.614 -0.841 0.95
H 4.489 1.340 -0.535 0.11
Tl -1.206 0.019 -2.341 0.77
C 5.628 -0.003 -1.738 -0.05
C -4.046 -1.001 0.893 -0.07
N -0.323 2.777 -1.121 0.01
C -1.923 -2.517 0.867 -0.09
C 2.457 1.506 1.768 -0.10
N -4.023 -3.294 1.882 0.23
H -4.170 0.048 -2.270 0.08

63
Properties=species:S:1:pos:R:3:lowdin_charge:R:1 method="wB97M-V/def2-TZVPD" homo_lumo_gap_ev=6.685 e_tot_ha=-1831.4988 charge=+1
C 3.467 -0.646 -0.739 -0.24
C 0.124 0.705 -4.052 -0.01
H 0.654 -2.128 -2.062 0.09
C 1.728 1.247 -2.216 -0.33
H -0.454 -2.773 2.083 0.09
C 0.116 -2.304 0.040 -0.33
H -3.782 0.243 -1.379 0.11
N -0.519 0.343 -1.780 -0.04
C 1.726 -0.788 4.440 -0.08
C 0.438 0.705 -2.691 -0.33
C 0.832 0.369 2.524 -0.33
C -1.791 0.091 -2.165 -0.31
H -3.100 -0.947 2.637 0.06
C 1.274 0.246 5.267 -0.08
H -0.494 1.801 0.437 -0.02
H -0.515 -5.236 1.676 0.11
H 2.956 3.090 -0.430 0.05
C -3.459 1.653 0.851 -0.23
C -0.223 -3.170 1.089 -0.16
C -1.171 0.429 -4.467 -0.02
H 1.433 0.187 6.345 0.11
H -0.083 2.290 2.876 0.08
H -4.397 -1.035 1.406 0.06
C 3.414 2.135 -0.137 -0.22
H -2.952 -2.109 1.294 0.04
H 0.587 -4.582 -2.465 0.11
C -0.260 -4.555 0.858 -0.07
H -1.210 4.175 -0.322 0.03
H 2.954 -1.526 -1.146 0.03
C -3.315 -1.111 1.572 -0.24
H 3.815 -0.883 0.278 0.05
H 0.920 0.968 -4.751 0.13
H 1.148 4.013 -2.854 0.06
C -2.143 0.140 -3.509 -0.02
H -3.115 2.431 0.156 0.04
H 3.560 2.110 0.950 0.05
C 0.403 -2.806 -1.236 -0.15
C 1.519 -0.726 3.053 -0.16
H -3.334 2.009 1.884 0.06
O 1.074 3.656 -1.957 -0.19
H 4.385 2.021 -0.640 0.06
H 1.477 2.550 -2.061 -0.02
P -2.455 0.166 0.615 0.80
H 1.893 -1.530 2.406 0.09
H 0.002 -6.139 -0.596 0.11
H 0.026 2.480 0.454 0.17
H -0.220 3.581 -1.478 -0.02
H 0.308 2.173 5.361 0.11
H -3.183 -0.045 -3.771 0.12
H -1.430 0.447 -5.526 0.12
C 0.030 -5.061 -0.417 -0.07
Zr 0.090 -0.089 0.371 1.29
H 2.498 1.210 -3.000 0.10
H -3.045 -1.359 -1.178 0.11
H -4.516 1.406 0.670 0.07
H 4.323 -0.374 -1.371 0.06
O -1.148 3.424 -0.928 -0.24
C 0.359 -4.193 -1.466 -0.07
C 0.636 1.359 4.711 -0.08
P 2.328 0.756 -0.571 0.78
C -2.842 -0.276 -1.138 -0.25
H 2.242 -1.648 4.869 0.11
C 0.416 1.429 3.325 -0.15

87
Properties=species:S:1:pos:R:3:lowdin_charge:R:1 method="wB97M-V/def2-TZVPD" homo_lumo_gap_ev=5.781 e_tot_ha=-14340.0586
C -2.292 -3.288 1.924 -0.24
H 3.952 -0.400 0.438 0.06
S -2.046 -0.577 0.153 0.55
C 0.069 3.013 2.800 -0.04
H -2.422 4.042 0.780 0.12
H -4.677 1.407 -1.082 0.03
C -0.305 -2.490 -2.785 -0.84
H 2.632 2.175 -3.096 0.01
H 0.593 -4.636 1.695 0.01
C -1.086 3.290 -4.217 -0.23
Si -2.567 0.299 -1.839 0.13
H -0.725 4.035 -4.932 0.03
Si 0.243 2.859 -2.964 0.27
N 0.008 1.709 0.766 -0.06
H 2.319 2.419 4.032 0.11
N -0.361 -2.629 -3.930 0.09
C 3.511 -1.295 -3.697 -0.67
C 1.901 1.459 2.149 -0.22
As -0.343 0.689 -2.276 0.76
C 0.603 2.071 1.926 -0.22
H -0.068 -1.850 5.065 0.02
C 3.962 1.261 3.322 -0.66
H -1.459 2.222 -0.564 -0.01
F 3.784 -0.265 -4.490 0.15
O 2.304 -0.312 -1.570 -0.52
H -1.318 -3.099 5.097 0.02
H -2.528 -4.226 2.431 0.03
S -5.996 -1.154 0.967 0.64
C -1.048 3.717 2.414 -0.67
C -0.972 -2.209 4.570 -0.22
H 2.304 3.597 -4.094 0.03
H -4.456 -1.060 -2.624 0.02
N 4.149 -1.988 -1.141 -0.28
H -0.621 4.532 -1.338 0.02
C 0.111 -0.890 2.004 -0.47
O -5.417 -1.688 -0.214 -0.23
H -1.381 2.404 -4.782 0.02
C 1.907 2.630 -3.775 -0.22
O 2.131 -2.119 0.403 -0.47
C -3.409 -0.957 -2.913 -0.22
F 1.966 -5.009 -0.301 0.15
Br -1.814 5.004 3.550 0.80
H -3.770 -0.212 1.746 0.00
H -1.742 -1.440 4.661 0.01
C -2.961 0.417 1.380 -0.35
C 3.574 0.200 1.238 -0.09
W 0.615 -0.278 -0.057 1.06
C 2.834 -4.294 -1.001 -0.68
C -1.045 2.462 0.401 -0.24
H -4.101 2.022 -2.620 0.04
H -3.121 -2.599 2.097 -0.01
O -5.999 -1.911 2.166 -0.22
H -2.211 -3.479 0.855 -0.01
C 4.431 0.483 2.276 -0.05
S 3.347 -2.788 -0.055 0.61
C 0.369 4.247 -1.703 -0.21
O 4.650 0.300 -1.936 -0.24
H 0.825 5.132 -2.154 0.04
H 0.603 -4.691 3.462 0.02
H 1.066 -0.875 2.547 0.01
O -6.560 0.149 0.944 -0.23
H 5.434 0.084 2.261 0.12
H -3.372 2.607 -1.128 0.01
H 1.823 1.987 -4.652 0.03
C 2.688 1.774 3.252 -0.04
H 0.988 3.968 -0.850 0.03
O 4.209 -3.261 0.975 -0.23
H -1.968 3.705 -3.725 0.02
F 4.389 -2.264 -3.924 0.16
H -2.305 0.631 2.221 0.04
H 0.537 3.213 3.749 0.11
H -3.372 1.341 0.988 0.03
Ge -0.613 -2.609 2.676 0.75
H -2.920 -1.928 -2.870 0.01
F 2.292 -1.727 -3.937 0.14
C -1.584 3.475 1.158 -0.10
F 3.919 -5.024 -1.231 0.16
H 1.734 -3.636 2.600 0.01
F 2.300 -3.942 -2.164 0.13
S 3.659 -0.725 -1.930 0.62
C -3.777 1.723 -1.619 -0.21
Br 5.057 1.639 4.801 0.81
S -0.241 -2.427 -1.102 0.57
H -3.360 -0.610 -3.948 0.04
H -0.483 -0.129 2.525 -0.02
N 2.304 0.634 1.161 0.00
C 0.721 -4.038 2.596 -0.20

75
Properties=species:S:1:pos:R:3:lowdin_charge:R:1 method="wB97M-V/def2-TZVPD" homo_lumo_gap_ev="6.963 / 6.056" multiplicity=2 e_tot_ha=-1886.0356 charge=+2
N -0.580 -4.988 0.176 -0.02
H 3.930 3.432 -2.756 0.11
C -1.455 -0.684 -1.636 -0.29
H -0.230 -7.928 2.717 0.08
C -1.144 -3.431 2.712 0.00
H 1.688 5.268 -1.877 0.11
H -1.069 -7.894 -1.198 0.12
C 3.266 -3.629 -1.116 0.04
N -0.371 -2.972 1.714 0.04
H 3.344 -0.362 1.719 0.13
H -3.302 -1.431 -2.610 0.13
H -2.209 -2.395 4.336 0.13
H 2.419 -1.562 2.404 0.14
H -0.971 -8.989 1.511 0.09
H 3.119 4.815 1.641 0.11
N 1.332 -3.437 -0.061 0.05
H 3.556 -0.214 -0.553 0.05
O 3.319 2.277 0.925 0.17
C -1.339 0.186 3.225 0.00
H 4.894 -1.248 -1.041 0.11
B -0.180 -3.565 0.301 -0.66
H 4.121 -4.049 -1.618 0.13
C 5.240 2.977 -0.372 0.01
H 4.485 5.432 0.704 0.11
H 4.755 4.222 1.959 0.11
C -1.567 -2.368 3.472 0.03
C -1.313 0.743 -2.041 0.00
N -0.567 -1.293 -0.838 -0.09
C 3.035 -2.289 -0.837 -0.28
C -0.445 -7.049 0.786 -0.33
N 1.860 -2.205 -0.175 -0.12
H -2.421 0.320 3.238 0.11
C 4.068 4.544 1.177 0.01
C -2.446 -1.602 -1.980 0.03
H 0.761 -8.678 1.464 0.09
H 3.366 5.692 -1.546 0.11
Os 0.856 -0.636 0.476 1.56
C 2.492 5.174 -1.149 0.01
H -0.620 1.289 -1.397 0.06
H 5.912 2.762 0.458 0.10
H -2.277 1.246 -1.996 0.10
C -2.098 -2.777 -1.348 -0.01
H 3.223 1.940 -2.123 0.08
C -0.907 -5.730 -0.925 -0.08
H -1.336 -4.488 2.778 0.13
N 2.016 0.260 3.078 0.09
C 3.828 -1.073 -1.179 0.00
N -0.271 -5.816 1.222 0.12
H 1.904 -5.361 -0.652 0.15
O 1.106 2.322 3.457 0.23
H 3.669 -0.791 -2.221 0.10
N -0.284 -1.614 1.824 -0.08
C 3.058 3.012 -2.256 0.00
C 3.902 3.426 0.167 -0.40
B 2.005 2.311 0.629 -0.84
N 2.405 -0.611 2.039 -0.01
C 2.161 -4.313 -0.629 0.02
C 1.401 1.427 2.750 -0.54
H 2.412 0.139 3.999 0.19
H -0.971 0.439 4.217 0.10
H -1.130 -5.278 -1.878 0.12
H -0.950 0.811 -3.067 0.10
C -0.210 -8.227 1.671 -0.02
C 2.803 3.710 -0.934 -0.41
H -0.948 0.904 2.508 0.06
C -1.041 -1.227 2.865 -0.28
O 1.121 1.426 1.352 0.00
N -0.955 -2.598 -0.667 0.05
O 1.579 3.079 -0.370 0.21
H 5.694 3.771 -0.967 0.11
H 2.183 5.664 -0.229 0.10
C -0.848 -7.045 -0.574 0.00
H -2.597 -3.731 -1.337 0.13
H 5.155 2.091 -0.997 0.08
H 2.195 3.152 -2.905 0.10

68
Properties=species:S:1:pos:R:3:lowdin_charge:R:1 method="wB97M-V/def2-TZVPD" homo_lumo_gap_ev=9.090 e_tot_ha=-4004.8393 charge=+1
N 0.385 -6.045 -0.717 0.12
H -1.874 4.260 1.203 0.06
H -2.786 2.484 -0.561 0.13
H 0.782 -7.829 1.881 0.09
C 3.939 -4.796 -1.142 -0.09
C 0.223 5.715 3.458 -0.26
H -1.659 0.160 1.893 0.06
C 4.658 -5.496 -0.089 -0.28
C 0.861 -6.542 0.203 -0.28
H -0.490 2.513 0.600 0.12
C 2.111 3.175 -5.782 -0.28
C -1.665 3.630 6.694 -0.26
H -1.981 -3.128 -3.018 0.06
H 3.690 3.130 -7.164 0.09
N 2.065 -2.163 -2.417 -0.01
N 1.175 3.692 -5.364 0.13
H 0.423 4.707 5.285 0.04
H -1.088 1.353 3.078 0.07
C -1.413 2.169 1.072 -0.39
Br -4.177 -1.422 -2.408 0.75
C -1.684 3.864 8.130 -0.06
H -1.360 -2.059 0.100 0.14
H 3.118 1.543 -6.654 0.08
C -2.257 -3.501 -2.029 -0.14
C -2.062 3.357 1.778 -0.08
H -0.002 0.691 1.832 0.08
H -2.866 -4.385 -2.185 0.09
H -2.719 -0.977 0.316 0.10
C 1.477 -7.172 1.361 -0.06
N -0.562 -0.912 -2.218 0.19
C -1.017 1.029 2.044 -0.04
H -0.811 3.417 8.602 0.09
H 1.850 5.622 4.793 0.08
H 0.430 6.465 5.407 0.09
H 0.635 1.858 -3.620 0.10
H 1.274 -0.230 -4.892 0.13
C 1.044 -0.869 -4.048 -0.11
H 2.352 -7.751 1.072 0.08
C 0.167 -0.153 -3.061 -0.17
H 3.304 -4.019 -0.727 0.05
C -0.754 1.753 -1.984 0.07
C -1.486 0.945 -1.109 -0.12
C 0.074 1.212 -2.961 0.05
C -2.319 1.635 -0.059 -0.12
O 2.623 -1.859 -1.448 0.11
H -3.637 -2.925 -0.518 0.09
C -1.382 -0.435 -1.257 -0.17
H -3.128 3.214 1.945 0.09
H 4.630 -4.339 -1.849 0.08
H -1.334 -3.809 -1.530 0.06
H 1.803 -6.409 2.066 0.09
H 4.097 2.524 -5.557 0.09
H -0.816 2.830 -1.884 0.15
C 3.317 2.559 -6.316 -0.06
N -1.654 3.451 5.560 0.15
C -2.991 -2.425 -1.233 -0.71
C 0.761 5.621 4.805 -0.07
N 5.156 -6.092 0.755 0.14
N -0.211 5.785 2.399 0.15
H -2.576 3.428 8.574 0.09
H -1.560 3.508 2.730 0.03
O 2.306 -1.223 -3.469 -0.08
H -1.682 4.931 8.343 0.09
H 3.302 -5.491 -1.687 0.08
C -2.104 -1.459 -0.434 -0.16
H -0.467 -1.917 -2.314 0.13
H 0.549 -1.789 -4.373 0.14
H -3.093 0.990 0.345 0.12